1.
The following is a DFT calculation (ωB97M-V/def2-TZVPD) of a 16-piece molecular cluster, C22H62N19O30 overall in a non-equilibrium geometry.

Atoms and positions in Å:
1 C -0.0258 0.9552 -1.2782
2 C -0.7324 2.0842 -2.0707
3 C -1.4967 1.5553 -3.2998
4 C -2.7061 0.7904 -2.7793
5 N -3.9765 1.5525 -2.7869
6 C -5.0060 0.9042 -2.3175
7 N -6.0486 1.6630 -1.8326
8 N -5.1640 -0.4316 -2.3116
9 C -3.9821 -1.2501 -2.6874
10 C -3.0202 -0.4873 -3.5514
11 N -3.6604 -0.1828 -4.8264
12 H -0.1887 -0.0383 -1.6978
13 H 1.0339 1.1681 -1.1957
14 H -0.3838 0.9295 -0.2494
15 H -1.4223 2.5741 -1.3797
16 H 0.0198 2.8229 -2.3305
17 H -1.7470 2.4260 -3.9022
18 H -0.8263 0.8638 -3.8011
19 H -2.5506 0.4724 -1.7487
20 H -3.9068 2.4771 -2.3749
21 H -6.6012 2.1755 -2.4951
22 H -6.2418 1.6313 -0.8471
23 H -5.3549 -0.6593 -1.3326
24 H -3.4484 -1.5874 -1.7958
25 H -4.2975 -2.1632 -3.1841
26 H -2.0663 -0.9894 -3.7169
27 H -3.5175 -0.9122 -5.5076
28 H -3.3939 0.7249 -5.1802
29 C -3.4895 -2.3220 1.7118
30 N -4.8142 -2.3296 1.0275
31 O -5.2965 -1.2459 0.7024
32 O -5.3356 -3.3971 0.8307
33 H -3.1556 -1.3044 1.8083
34 H -3.6215 -2.7842 2.6855
35 H -2.8061 -2.9002 1.0949
36 C 3.0250 4.4335 0.1590
37 N 2.8832 3.1967 -0.6523
38 O 2.5223 3.3018 -1.8083
39 O 3.1323 2.1418 -0.0994
40 H 2.7680 5.2846 -0.4621
41 H 2.3492 4.3487 1.0009
42 H 4.0542 4.4893 0.4877
43 C 3.1959 -1.0482 -0.6992
44 N 3.0203 -2.3743 -0.0514
45 O 3.9650 -3.1397 -0.0231
46 O 1.9258 -2.6104 0.4216
47 H 4.2076 -0.9695 -1.0744
48 H 2.4747 -0.9831 -1.5088
49 H 3.0071 -0.2917 0.0552
50 C 4.5583 -4.6770 2.7911
51 N 4.2279 -5.4909 3.9919
52 O 4.4545 -6.6818 3.9546
53 O 3.7431 -4.8920 4.9330
54 H 4.9755 -5.3291 2.0327
55 H 3.6364 -4.2208 2.4439
56 H 5.2760 -3.9204 3.0940
57 C 7.5777 -2.0566 1.3203
58 N 6.3228 -1.2653 1.2012
59 O 5.5024 -1.3621 2.0901
60 O 6.2052 -0.5698 0.2105
61 H 7.5439 -2.6222 2.2439
62 H 7.6283 -2.7166 0.4591
63 H 8.4069 -1.3550 1.3238
64 C 1.0589 -6.4265 5.7839
65 N -0.0222 -6.5236 6.7997
66 O 0.0301 -7.4294 7.6114
67 O -0.9006 -5.6846 6.7539
68 H 1.7640 -7.2332 5.9486
69 H 0.5998 -6.5103 4.7914
70 H 1.5400 -5.4620 5.9122
71 C -0.8995 0.6994 4.8901
72 N -1.4866 0.6123 3.5250
73 O -1.4752 1.6076 2.8346
74 O -1.9442 -0.4665 3.1870
75 H -0.5368 1.7085 5.0449
76 H -1.6845 0.4527 5.5989
77 H -0.0876 -0.0202 4.9417
78 C -3.4714 1.1330 -8.5475
79 N -2.1971 1.8190 -8.8985
80 O -1.1654 1.1943 -8.7507
81 O -2.2854 2.9571 -9.3052
82 H -3.2404 0.1320 -8.2011
83 H -3.9491 1.7167 -7.7656
84 H -4.0868 1.1003 -9.4413
85 C -5.5890 5.3024 -3.0596
86 N -4.2840 5.9347 -3.3856
87 O -3.2760 5.2760 -3.1779
88 O -4.3126 7.0557 -3.8345
89 H -5.3936 4.3092 -2.6726
90 H -6.0823 5.9180 -2.3161
91 H -6.1718 5.2549 -3.9722
92 C -0.3973 -8.5463 1.5697
93 N -0.2077 -7.4772 2.5882
94 O 0.8967 -7.3613 3.0896
95 O -1.1702 -6.7899 2.8541
96 H 0.5421 -9.0709 1.4413
97 H -1.1703 -9.2142 1.9380
98 H -0.7052 -8.0646 0.6466
99 C 7.0947 2.2839 -1.1488
100 N 7.3037 3.3196 -0.1076
101 O 8.4270 3.4863 0.3192
102 O 6.3213 3.9444 0.2555
103 H 8.0472 1.8164 -1.3688
104 H 6.3894 1.5601 -0.7510
105 H 6.6916 2.7882 -2.0340
106 C -9.1541 7.9724 -4.0635
107 N -9.3500 6.6632 -3.3800
108 O -8.4022 5.8911 -3.3470
109 O -10.4370 6.4505 -2.9010
110 H -8.1383 8.0194 -4.4389
111 H -9.8732 8.0264 -4.8752
112 H -9.3350 8.7524 -3.3300
113 C 5.8080 3.5537 3.7018
114 N 4.4317 4.1091 3.8192
115 O 4.0376 4.4259 4.9193
116 O 3.7936 4.2061 2.7855
117 H 6.2528 3.5256 4.6896
118 H 5.7202 2.5551 3.2831
119 H 6.3688 4.2057 3.0373
120 C -2.7794 -8.3796 8.4456
121 N -3.8822 -8.4545 9.4438
122 O -3.8489 -9.3558 10.2572
123 O -4.7442 -7.6011 9.3735
124 H -2.0907 -9.1955 8.6273
125 H -3.2285 -8.4603 7.4599
126 H -2.2854 -7.4227 8.5707
127 C 7.0204 6.0365 -4.1440
128 N 6.9765 4.6829 -3.5269
129 O 7.9758 4.0014 -3.5922
130 O 5.9258 4.3567 -2.9976
131 H 8.0042 6.1875 -4.5720
132 H 6.2512 6.0698 -4.9098
133 H 6.8208 6.7595 -3.3584

Output
E_HOMO = -0.426 Eh
energy = -4171.36732 Eh
total charge = +1

2.
The following is a DFT calculation (ωB97M-V/def2-TZVPD) of a single C12H15N molecule in a non-equilibrium geometry.

Atoms and positions in Å:
1 C -3.7570 1.9644 -0.1846
2 C -2.8645 0.9620 0.1219
3 C -2.0443 -0.0292 0.3805
4 C -2.0372 -1.3070 -0.4352
5 N -3.3463 -1.5856 -1.0552
6 C -1.0326 0.1704 1.3707
7 C 0.4295 0.1365 0.8230
8 C 0.8707 1.1999 0.0267
9 C 2.1696 1.1910 -0.4922
10 C 3.0471 0.1754 -0.2145
11 C 4.3868 0.1370 -0.8305
12 C 2.5857 -0.9199 0.5656
13 C 1.3061 -0.9124 1.0957
14 H -3.7597 2.7309 0.4866
15 H -4.3293 2.0660 -1.0585
16 H -1.7066 -2.0875 0.2645
17 H -1.2302 -1.2030 -1.1608
18 H -4.1114 -1.7565 -0.4011
19 H -3.2505 -2.4965 -1.5103
20 H -1.1920 1.1166 1.8541
21 H -1.1398 -0.5919 2.1242
22 H 0.1376 2.0035 -0.1800
23 H 2.4359 2.0746 -1.0819
24 H 4.3953 -0.3538 -1.8216
25 H 5.1345 -0.3518 -0.1917
26 H 4.7365 1.1726 -0.9777
27 H 3.2338 -1.7825 0.7335
28 H 0.9327 -1.7232 1.7488

Output
E_HOMO = -0.262 Eh
SMILES = C=C=C(CN)Cc1ccc(C)cc1
energy above the lowest of the compared OMol25 structures with the same formula, charge and spin = 111.9 kcal/mol
energy = -520.85908 Eh

3.
The following is a DFT calculation (ωB97M-V/def2-TZVPD) of a 2-piece molecular cluster, C3H7NO3 overall in a non-equilibrium geometry.

Atoms and positions in Å:
1 O 1.1203 -0.7952 1.4911
2 C 1.2365 -0.8512 0.3228
3 C 0.1068 -1.3146 -0.6195
4 N -0.7778 -2.1790 0.1222
5 C -2.0472 -1.8259 0.1555
6 O -2.4727 -0.9152 -0.5814
7 H 2.1760 -0.4247 -0.1931
8 H 0.7349 -1.7743 -1.4239
9 H -0.4116 -0.3845 -1.0177
10 H -0.4711 -2.6057 0.9734
11 H -2.7686 -2.5542 0.5819
12 O 2.1708 6.0261 -0.7120
13 H 1.4106 5.5758 -0.3475
14 H 2.4507 6.8455 -0.1630

Output
E_HOMO = -0.370 Eh
SMILES = O=CCNC=O.O
energy above the lowest of the compared OMol25 structures with the same formula, charge and spin = 55.3 kcal/mol
energy = -398.94959 Eh

4.
The following is a DFT calculation (ωB97M-V/def2-TZVPD) of a single C7H10F2N2O molecule in a non-equilibrium geometry.

Atoms and positions in Å:
1 C -1.2164 -1.9181 0.1021
2 C -0.3948 -0.8194 -0.5400
3 N -0.6293 0.4034 0.1444
4 C -0.4368 0.6361 1.5445
5 C -0.5745 1.9687 1.7853
6 N -0.8176 2.5846 0.5634
7 C -0.7577 1.6279 -0.4419
8 O -0.7626 1.9815 -1.6047
9 C 1.2034 -1.2818 -0.4979
10 C 2.0818 -0.2063 -1.1290
11 F 1.6578 -1.6236 0.7569
12 F 1.1874 -2.4775 -1.1397
13 H -1.0560 -2.1649 1.1913
14 H -1.2318 -2.7615 -0.6571
15 H -2.3517 -1.5706 0.1409
16 H -0.6934 -0.7213 -1.5323
17 H -0.4902 -0.2180 2.2258
18 H -0.4150 2.5052 2.6884
19 H -0.9823 3.5651 0.2823
20 H 1.3171 0.2897 -1.8644
21 H 2.2964 0.5567 -0.4865
22 H 3.0663 -0.3560 -1.5318

Output
E_HOMO = -0.302 Eh
SMILES = C[C@@H](n1cc[nH]c1=O)C(C)(F)F
energy above the lowest of the compared OMol25 structures with the same formula, charge and spin = 0.0 kcal/mol
energy = -657.20737 Eh

5.
The following is a DFT calculation (ωB97M-V/def2-TZVPD) of a 2-piece molecular cluster, C2H3N2O2 overall in a non-equilibrium geometry.

Atoms and positions in Å:
1 C -1.3818 0.1334 -0.1249
2 C 0.7191 -1.1426 0.0955
3 N -0.1987 -2.1263 -0.0569
4 N -0.6013 -0.7926 0.1328
5 O 0.7300 2.0843 0.1382
6 O -2.3656 0.7815 -0.1634
7 H 1.5334 -1.0099 0.9468
8 H 1.2390 -0.8044 -0.8805
9 H 0.3257 2.8765 -0.0876

Output
E_HOMO = -0.113 Eh
energy above the lowest of the compared OMol25 structures with the same formula, charge and spin = 120.1 kcal/mol
energy = -337.81794 Eh
total charge = -1

6.
The following is a DFT calculation (ωB97M-V/def2-TZVPD) of C31H85F6LiN14O25S2 as an isolated structure in a non-equilibrium geometry.

Atoms and positions in Å:
1 Li 2.4022 -1.3951 -0.1706
2 C 0.0443 -1.3705 -2.2664
3 F -0.3993 -1.0153 -3.4454
4 F -0.6790 -2.3252 -1.7173
5 F 1.3180 -1.7794 -2.3421
6 S 0.0370 0.1764 -1.1649
7 O 0.9530 1.0481 -1.8180
8 O -1.3428 0.4904 -1.2014
9 N 0.6967 -0.4521 0.2499
10 S -0.4079 -0.2113 1.3457
11 O -0.6646 1.1700 1.6419
12 O -1.5623 -1.0466 1.1657
13 C 0.4300 -0.8911 2.8749
14 F 0.8297 -2.1502 2.6363
15 F 1.4470 -0.1949 3.3734
16 F -0.5189 -0.9967 3.8327
17 C -2.4305 0.9557 4.5794
18 C -3.7799 1.6511 4.5330
19 O -4.7099 1.1135 5.4966
20 O -1.8684 1.1143 5.9138
21 H -1.7308 1.4293 3.8902
22 H -2.5287 -0.1158 4.4331
23 H -4.2591 1.5447 3.5535
24 H -3.6855 2.6853 4.8713
25 H -4.7362 0.1558 5.3788
26 H -1.8816 2.0574 6.1112
27 C -1.9319 -4.2438 1.3752
28 C -3.1583 -3.4260 1.7475
29 O -3.9325 -4.0829 2.7003
30 O -0.9828 -4.2537 2.4670
31 H -1.5479 -4.0913 0.3618
32 H -2.2158 -5.3103 1.3381
33 H -3.6984 -3.2406 0.8311
34 H -2.7475 -2.5051 2.1609
35 H -4.7406 -4.4062 2.2847
36 H -1.0566 -5.0390 3.0043
37 C -3.8958 3.2704 -4.8342
38 C -3.7208 1.7570 -4.6372
39 O -2.5086 1.2406 -5.1772
40 O -3.4833 3.5869 -6.2025
41 H -3.2790 3.8579 -4.1559
42 H -4.9484 3.5564 -4.7763
43 H -4.5303 1.1872 -5.0981
44 H -3.6882 1.6004 -3.5511
45 H -1.7869 1.2469 -4.5238
46 H -3.3197 2.7708 -6.6774
47 C 5.6366 -0.1252 1.3780
48 C 4.8918 -1.4214 1.2258
49 O 3.4773 -1.2665 1.4782
50 O 5.6732 0.2850 2.7565
51 H 5.2614 0.7016 0.7636
52 H 6.6706 -0.3339 1.0523
53 H 5.4077 -2.1066 1.9304
54 H 5.0475 -2.0022 0.3148
55 H 3.4439 -0.9854 2.4055
56 H 6.2008 1.0902 2.7248
57 C -5.5075 0.0609 0.6298
58 C -4.4775 -0.3267 -0.4076
59 O -4.8427 -1.5334 -1.1154
60 O -6.7293 0.4815 0.0638
61 H -5.0781 0.8922 1.2022
62 H -5.6495 -0.6721 1.4422
63 H -3.5066 -0.4625 0.0763
64 H -4.4478 0.5176 -1.1021
65 H -5.3808 -2.0552 -0.5061
66 H -7.0283 -0.2064 -0.5434
67 C 3.3989 -2.2277 5.1306
68 C 2.2310 -3.1879 5.2861
69 O 1.9321 -3.3846 6.6619
70 O 4.6615 -2.7340 5.5512
71 H 3.2816 -1.2637 5.6238
72 H 3.4563 -1.9944 4.0551
73 H 2.4705 -4.1041 4.7390
74 H 1.3680 -2.7238 4.7992
75 H 1.5441 -2.5294 6.9318
76 H 4.8377 -3.4478 4.9264
77 C 1.1829 0.4346 8.0742
78 C 0.1243 -0.6761 8.1130
79 O 0.0192 -1.2742 6.8286
80 O 1.2078 1.1161 9.3163
81 H 0.7299 1.0866 7.3042
82 H 2.1897 0.1845 7.7288
83 H -0.8329 -0.1860 8.2870
84 H 0.4209 -1.3272 8.9380
85 H -0.6215 -0.7634 6.3194
86 H 1.7819 1.8816 9.2504
87 C -2.0849 -1.6475 -7.1575
88 O -1.5097 -2.7130 -7.6364
89 N -1.9905 -0.4222 -7.8853
90 N -2.8161 -1.5081 -5.9583
91 H -2.2286 0.4381 -7.4233
92 H -1.4062 -0.3160 -8.6872
93 H -3.0183 -0.5384 -5.7209
94 H -2.7860 -2.3178 -5.3583
95 C -3.5590 -5.7698 -6.2923
96 O -4.0572 -6.5472 -5.4939
97 N -4.1708 -5.3581 -7.5023
98 N -2.3755 -5.0859 -6.0519
99 H -5.1273 -5.6599 -7.5823
100 H -3.6285 -5.2659 -8.3378
101 H -1.8113 -5.2441 -5.2455
102 H -2.0109 -4.4434 -6.7307
103 C 2.6419 -4.2552 0.6004
104 O 2.5722 -3.3651 -0.2586
105 N 1.7558 -4.5337 1.6542
106 N 3.8146 -5.0571 0.6515
107 H 0.8012 -4.1734 1.6470
108 H 1.9661 -5.3856 2.1180
109 H 4.4875 -5.0096 -0.0857
110 H 3.8875 -5.7491 1.3603
111 C 4.1124 0.2032 -2.6720
112 O 3.5779 -0.5058 -1.7763
113 N 5.3270 -0.1037 -3.2713
114 N 3.4450 1.3419 -3.1378
115 H 5.8131 -0.9460 -3.0513
116 H 5.7375 0.5874 -3.8665
117 H 2.5287 1.4220 -2.7318
118 H 3.6137 1.7152 -4.0499
119 C -0.5054 -5.8369 -3.9434
120 O -0.9965 -6.6869 -3.1833
121 N -0.1052 -4.5647 -3.5066
122 N -0.3497 -6.0573 -5.3229
123 H -0.0588 -4.4630 -2.5131
124 H 0.1690 -3.8489 -4.1434
125 H -0.0110 -5.4511 -6.0347
126 H -0.6857 -6.9727 -5.5737
127 C 0.0167 3.3607 -4.5998
128 O -0.7549 2.9770 -3.7364
129 N -0.2480 4.2963 -5.5802
130 N 1.3103 2.8304 -4.5545
131 H 0.4459 4.6206 -6.2203
132 H -1.2088 4.2462 -5.9038
133 H 2.0194 3.2800 -5.0992
134 H 1.4473 2.0746 -3.9384
135 C 0.1959 6.9129 1.4495
136 C 0.3703 5.6924 0.5336
137 C 1.3591 6.0894 -0.5892
138 C 2.8118 6.1314 -0.1834
139 C 3.2007 4.7848 0.4271
140 C 2.2639 4.3108 1.5268
141 N 0.8669 4.5401 1.2345
142 O 0.0337 4.0312 2.2877
143 C 2.5158 2.8299 1.7811
144 C 2.7134 5.0555 2.8032
145 C -0.9311 5.3447 -0.1610
146 H 0.0445 7.8172 0.8584
147 H 1.0386 6.9937 2.1311
148 H -0.6877 6.8242 2.0895
149 H 1.2289 5.4547 -1.4688
150 H 0.9830 7.0803 -0.8551
151 H 3.0445 6.8938 0.5634
152 H 3.4025 6.3088 -1.0849
153 H 4.2468 4.7443 0.7354
154 H 3.1714 4.0341 -0.3786
155 H 1.9674 2.2955 0.9941
156 H 3.5386 2.4745 1.8965
157 H 2.0051 2.4968 2.6908
158 H 3.6945 4.6896 3.1188
159 H 2.8108 6.1307 2.6279
160 H 2.0400 4.9663 3.6575
161 H -1.6862 5.1405 0.6152
162 H -0.8743 4.4193 -0.7249
163 H -1.3815 6.1916 -0.6823
164 H -0.2191 3.1971 1.8660

Output
E_HOMO = -0.291 Eh
energy = -5282.90957 Eh